Entry 1:
# C28H38ClIrN4O6Se2

A molecular structure, C28H38ClIrN4O6Se2 (ωB97M-V with the def2-TZVPD basis set, the Open Molecules 2025 dataset).

Output
Calculated total energy: -7126.424686 a.u.
Multiplicity: 2
⟨S²⟩: 0.75
Net charge: +3

Cartesian coordinates (Å):
1 Ir -0.2130 -1.2651 -0.2238
2 C 6.7670 -0.9178 -1.1395
3 C 5.3487 -0.7692 -0.6698
4 C 4.9404 0.2990 0.1115
5 C 3.6156 0.4378 0.5596
6 C 3.2773 1.4892 1.4699
7 N 2.1247 1.5589 2.0657
8 C 1.6434 2.5230 3.0587
9 C 0.1240 2.7248 2.8840
10 C -0.7649 2.1824 4.0162
11 N -0.3876 0.8002 4.3770
12 C -0.8635 -0.3116 3.9281
13 C -2.0725 -0.4970 3.1519
14 C -3.3299 -0.0595 3.5700
15 C -4.4771 -0.3998 2.8610
16 C -5.8334 0.0641 3.3028
17 C -4.3190 -1.1613 1.7038
18 C -3.0697 -1.5591 1.2263
19 C -2.9638 -2.2633 -0.0475
20 N -1.8867 -2.3018 -0.7352
21 C -1.8103 -3.0414 -1.9962
22 C -0.7939 -4.2001 -1.9314
23 C 0.2130 -4.1478 -0.7859
24 N 0.8970 -2.8515 -0.6606
25 C 2.1735 -2.7722 -0.8386
26 C 3.0478 -1.6429 -0.5889
27 C 4.3904 -1.7418 -0.9655
28 C 2.6323 -0.5018 0.1409
29 O 1.4028 -0.2869 0.4772
30 C -1.9285 -1.2451 1.9753
31 O -0.6859 -1.5986 1.6475
32 H 7.3942 -0.1132 -0.7616
33 H 6.8216 -0.9030 -2.2284
34 H 7.1940 -1.8619 -0.8012
35 H 5.6731 1.0384 0.4172
36 H 4.0303 2.2279 1.7318
37 H 1.4713 0.8281 1.7645
38 H 2.2081 3.4484 2.9659
39 H 1.8794 2.1193 4.0472
40 H -0.1972 2.2533 1.9515
41 H -0.0986 3.7865 2.7842
42 H -1.8023 2.1817 3.6936
43 H -0.6834 2.7777 4.9243
44 H 0.4171 0.7148 4.9888
45 H -0.2733 -1.1926 4.1684
46 H -3.4230 0.5016 4.4933
47 H -5.8544 0.2676 4.3719
48 H -6.5942 -0.6836 3.0848
49 H -6.1098 0.9815 2.7804
50 H -5.2005 -1.4392 1.1364
51 H -3.8459 -2.7744 -0.4271
52 H -1.5268 -2.3124 -2.7584
53 H -2.7943 -3.4281 -2.2627
54 H -0.2737 -4.2610 -2.8877
55 H -1.3292 -5.1424 -1.8087
56 H 0.9516 -4.9397 -0.9099
57 H -0.2889 -4.3097 0.1697
58 H 2.6630 -3.6806 -1.1866
59 H 4.7063 -2.6280 -1.5075
60 C 2.5493 0.3583 -4.1307
61 Se 0.9606 0.2030 -3.0165
62 C 0.6346 2.1020 -2.7188
63 C -0.3136 2.7623 -3.7063
64 Se -1.9803 1.7996 -3.9260
65 C -3.0425 3.2373 -4.6360
66 H 3.3546 0.8110 -3.5593
67 H 2.3128 0.9462 -5.0127
68 H 2.8261 -0.6475 -4.4364
69 H 1.5987 2.6052 -2.7969
70 H 0.2735 2.2012 -1.7000
71 H 0.1097 2.8149 -4.7130
72 H -0.5798 3.7720 -3.3900
73 H -3.0566 4.0409 -3.9002
74 H -4.0417 2.8509 -4.8140
75 H -2.5852 3.5776 -5.5652
76 O -3.0507 0.3836 -1.1582
77 Cl -2.3225 1.3212 -0.3748
78 O -2.9603 1.6522 0.8425
79 O -2.0163 2.4978 -1.1394
80 O -0.9835 0.7094 -0.0263

Charge distribution, Löwdin scheme, values in e: atom 1 (Ir): 1.403, atom 2 (C): -0.022, atom 3 (C): -0.236, atom 4 (C): 0.056, atom 5 (C): -0.101, atom 6 (C): 0.057, atom 7 (N): 0.081, atom 8 (C): -0.106, atom 9 (C): -0.108, atom 10 (C): -0.095, atom 11 (N): 0.121, atom 12 (C): 0.069, atom 13 (C): -0.125, atom 14 (C): 0.047, atom 15 (C): -0.230, atom 16 (C): -0.016, atom 17 (C): 0.059, atom 18 (C): -0.130, atom 19 (C): -0.030, atom 20 (N): -0.133, atom 21 (C): -0.162, atom 22 (C): -0.127, atom 23 (C): -0.168, atom 24 (N): -0.123, atom 25 (C): -0.031, atom 26 (C): -0.129, atom 27 (C): 0.061, atom 28 (C): -0.285, atom 29 (O): -0.232, atom 30 (C): -0.296, atom 31 (O): -0.180, atom 32 (H): 0.089, atom 33 (H): 0.095, atom 34 (H): 0.098, atom 35 (H): 0.139, atom 36 (H): 0.164, atom 37 (H): 0.112, atom 38 (H): 0.139, atom 39 (H): 0.127, atom 40 (H): 0.101, atom 41 (H): 0.134, atom 42 (H): 0.122, atom 43 (H): 0.145, atom 44 (H): 0.171, atom 45 (H): 0.171, atom 46 (H): 0.142, atom 47 (H): 0.091, atom 48 (H): 0.095, atom 49 (H): 0.099, atom 50 (H): 0.146, atom 51 (H): 0.161, atom 52 (H): 0.110, atom 53 (H): 0.131, atom 54 (H): 0.123, atom 55 (H): 0.129, atom 56 (H): 0.132, atom 57 (H): 0.130, atom 58 (H): 0.153, atom 59 (H): 0.144, atom 60 (C): -0.339, atom 61 (Se): 0.938, atom 62 (C): -0.528, atom 63 (C): -0.468, atom 64 (Se): 1.286, atom 65 (C): -0.281, atom 66 (H): 0.034, atom 67 (H): 0.039, atom 68 (H): 0.035, atom 69 (H): 0.088, atom 70 (H): 0.036, atom 71 (H): 0.096, atom 72 (H): 0.098, atom 73 (H): 0.062, atom 74 (H): 0.050, atom 75 (H): 0.064, atom 76 (O): -0.311, atom 77 (Cl): 0.710, atom 78 (O): -0.242, atom 79 (O): -0.348, atom 80 (O): -0.502

=====

Entry 2:
# C3H6N2O2

A molecular structure, C3H6N2O2 (ωB97M-V with the def2-TZVPD basis set, the Open Molecules 2025 dataset).

Output
Multiplicity: 1
Energy relative to the best compared isomer or geometry (same formula, charge and spin): 152.9 kcal per mole

Cartesian coordinates (Å):
1 C 0.5706 0.4255 -1.4216
2 N 0.6052 -0.6433 -0.4573
3 C -0.7995 -1.1043 0.7260
4 C -1.1069 0.3120 0.8440
5 O 1.6535 -0.3986 0.4035
6 N -0.9531 1.4944 0.8264
7 O -0.2433 -1.6627 1.7008
8 H 1.4938 -1.0720 1.1062
9 H -1.4847 2.2093 1.3095
10 H -1.4414 -1.6299 0.0070
11 H -0.2974 0.2740 -2.0644
12 H 0.5245 1.4219 -0.9522
13 H 1.4786 0.3736 -2.0279

Charge distribution, Löwdin scheme, values in e: atom 1 (C): -0.122, atom 2 (N): -0.132, atom 3 (C): -0.437, atom 4 (C): 0.010, atom 5 (O): -0.051, atom 6 (N): 0.231, atom 7 (O): -0.083, atom 8 (H): 0.095, atom 9 (H): 0.114, atom 10 (H): 0.133, atom 11 (H): 0.088, atom 12 (H): 0.063, atom 13 (H): 0.091

=====

Entry 3:
# C2H14N2O3

4 unconnected molecules or ions with the total composition C2H14N2O3 (ωB97M-V with the def2-TZVPD basis set, the Open Molecules 2025 dataset).

Output
SMILES: CNCN.O.O.O
Multiplicity: 1
Energy relative to the best compared isomer or geometry (same formula, charge and spin): 34.5 kcal per mole

Cartesian coordinates (Å):
1 C -0.4075 0.6838 1.1627
2 N 0.7001 1.4635 0.6047
3 C 0.6689 2.9162 0.5851
4 N 0.4553 3.4968 -0.7214
5 H -1.0078 0.1915 0.4122
6 H 0.0563 -0.1048 1.7821
7 H -0.7988 1.1822 2.0502
8 H 1.5617 1.0716 0.9467
9 H 1.6569 3.2808 0.8962
10 H -0.0538 3.3081 1.2796
11 H 1.2194 3.5303 -1.3629
12 H -0.4907 3.6117 -1.0228
13 O 0.3923 -0.3626 -1.7791
14 H 0.7740 -0.0800 -2.6234
15 H 0.3603 0.5361 -1.3961
16 O -1.1731 -5.5012 0.8304
17 H -0.9781 -6.4382 0.8970
18 H -0.8462 -5.1797 -0.0166
19 O -0.9078 -2.8529 -0.8196
20 H -0.4689 -2.5056 -1.6054
21 H -0.7127 -2.2477 -0.0997

Charge distribution, Löwdin scheme, values in e: atom 1 (C): -0.121, atom 2 (N): -0.141, atom 3 (C): -0.320, atom 4 (N): 0.007, atom 5 (H): 0.060, atom 6 (H): 0.083, atom 7 (H): 0.077, atom 8 (H): 0.097, atom 9 (H): 0.114, atom 10 (H): 0.104, atom 11 (H): 0.057, atom 12 (H): 0.057, atom 13 (O): -0.078, atom 14 (H): 0.046, atom 15 (H): 0.009, atom 16 (O): -0.069, atom 17 (H): 0.024, atom 18 (H): 0.009, atom 19 (O): -0.057, atom 20 (H): 0.019, atom 21 (H): 0.019